1.
Below is C21H49N6O7Pt as an isolated structure in a non-equilibrium geometry, with properties calculated with ωB97M-V/def2-TZVPD.

```
84
Properties=species:S:1:pos:R:3:forces:R:3:mulliken_charge:R:1
Pt 14.8341 13.3362 15.7888 1.57 1.40 -0.79 2.438
C 18.5225 15.0849 16.3346 0.92 0.93 0.09 -1.123
C 17.7720 14.5446 15.1063 1.22 0.09 -0.43 2.269
C 18.6557 14.4311 13.7774 -0.23 -0.37 0.79 -0.906
O 17.1704 13.3684 15.5188 -1.11 -0.86 -0.26 -0.843
H 17.8376 15.3550 17.1384 -0.01 -0.33 0.00 -0.035
H 19.1892 15.9389 16.2150 -0.63 0.81 -0.90 0.450
H 19.3488 14.4793 16.7068 -0.65 -1.22 0.06 0.327
H 16.9260 15.1854 14.8579 -0.14 0.51 0.01 -0.770
H 19.6766 14.1140 13.9899 -0.02 0.24 0.37 -0.467
H 18.7340 15.3590 13.2109 -0.15 0.18 0.39 0.209
H 18.3179 13.6783 13.0652 -0.55 -0.10 0.19 0.422
C 14.5498 17.6863 11.1512 -2.65 -1.24 0.60 0.250
O 13.9914 18.1866 10.2259 -1.45 0.53 -1.71 -0.607
N 15.7151 17.9908 11.5743 4.69 1.49 2.32 0.111
C 16.3307 17.2998 12.7311 -0.29 1.05 0.01 -0.873
C 16.3704 19.2454 11.0829 0.34 -1.36 -0.74 -1.005
H 14.0970 16.9755 11.8596 -0.53 -0.68 -0.31 0.319
H 16.5519 18.1222 13.4115 0.60 -0.32 0.33 0.407
H 17.2030 16.6822 12.5170 0.28 0.53 -0.48 0.457
H 15.7027 16.6078 13.2922 -0.80 0.23 -0.41 -0.155
H 16.4864 20.1022 11.7466 -0.51 -0.44 0.69 0.326
H 17.3778 18.9450 10.7947 0.04 0.26 -0.30 0.339
H 15.7917 19.5612 10.2149 0.25 -0.07 0.05 0.346
C 14.8993 16.7104 17.0052 -1.01 1.26 0.12 -0.100
O 14.9224 15.5248 16.7286 0.25 -2.09 -0.17 -0.850
N 14.3223 17.2146 18.1196 1.46 -0.21 -2.54 0.333
C 13.9610 18.5907 18.2295 0.43 1.62 -0.09 -0.947
C 13.7162 16.3462 19.0256 -0.54 -1.61 2.43 -1.146
H 15.2820 17.4117 16.2476 0.02 0.38 0.56 0.265
H 14.2538 19.0147 19.1901 -0.47 -0.37 0.34 0.321
H 12.9068 18.7432 17.9983 -0.10 -0.04 0.35 0.361
H 14.5133 19.2507 17.5605 0.14 -0.46 -0.49 0.322
H 14.0422 15.3066 18.9953 0.13 0.14 -0.77 0.281
H 14.0310 16.6114 20.0349 -0.31 0.41 0.19 0.380
H 12.6272 16.3458 18.9779 -0.08 0.18 -0.09 0.357
C 23.6263 14.3365 12.0517 0.22 0.78 1.43 0.185
O 23.7334 14.7216 10.9391 0.70 -0.25 -3.16 -0.552
N 22.7512 14.9470 12.8649 -0.80 0.36 0.80 0.089
C 22.7740 14.6527 14.2840 -0.32 0.34 0.65 -0.909
C 21.6802 15.8554 12.3077 0.54 -0.93 1.52 -0.696
H 24.2823 13.6117 12.5581 -0.05 -0.24 -0.13 0.281
H 22.7830 15.5761 14.8632 0.28 0.16 -0.01 0.360
H 23.6247 14.0447 14.5919 0.35 0.29 -0.47 0.348
H 21.9515 14.0878 14.7226 -0.69 -0.15 -0.57 0.195
H 21.7757 16.3565 11.3444 0.78 -0.94 -0.13 0.333
H 20.8324 15.1716 12.3477 -0.57 0.78 -0.35 0.106
H 21.5878 16.6935 12.9985 -0.34 -0.20 0.36 0.288
C 16.7737 16.5553 22.5847 0.56 2.83 0.88 0.049
O 16.9792 17.7400 22.3549 -0.43 -0.43 0.69 -0.574
N 16.8056 15.6604 21.6196 1.08 -2.82 0.11 0.242
C 17.1391 14.2973 21.9679 -0.36 -2.25 0.19 -1.052
C 17.3990 15.9476 20.3702 -0.89 1.37 -2.36 -1.272
H 16.5880 16.1531 23.5926 -0.18 0.05 -0.06 0.353
H 17.1427 13.6624 21.0820 -0.33 0.28 -0.33 0.319
H 16.4665 13.7588 22.6356 -0.47 0.64 0.18 0.358
H 18.1199 14.0515 22.3749 0.46 1.00 0.19 0.384
H 16.7432 15.4241 19.6745 0.58 -0.38 -0.61 0.372
H 17.3007 16.9861 20.0540 -0.09 0.18 0.58 0.386
H 18.4527 15.7132 20.2186 0.01 -0.46 0.44 0.422
C 14.9448 14.0116 12.5636 0.40 -1.36 -3.33 0.560
O 14.5617 14.2131 13.6871 -1.21 0.58 3.46 -1.200
N 14.1266 13.9963 11.4942 1.81 -1.17 -0.52 0.208
C 14.6286 13.6321 10.1500 1.33 0.59 0.05 -0.905
C 12.7430 14.2366 11.6161 -1.86 0.79 0.08 -1.001
H 15.9960 13.7580 12.3566 -0.13 0.13 -0.19 -0.011
H 15.6812 13.3594 10.2266 0.07 0.00 0.27 0.292
H 14.6376 14.4863 9.4729 -0.41 0.17 0.12 0.356
H 14.1842 12.7904 9.6187 -0.71 0.03 0.68 0.330
H 12.4462 14.3192 12.6617 0.11 0.08 -0.14 0.267
H 12.4871 15.1522 11.0830 0.00 0.33 0.18 0.366
H 12.1001 13.4981 11.1373 0.42 -0.49 0.05 0.346
C 21.9798 10.6171 13.3648 1.23 -4.06 -0.38 0.156
O 22.7147 9.6681 12.9693 -1.55 3.45 0.34 -0.616
N 21.2905 10.4558 14.5216 -0.13 1.30 1.58 0.201
C 21.5778 9.3618 15.4366 -0.73 -1.91 0.49 -1.025
C 20.3952 11.5127 15.0162 -1.42 -0.31 -0.06 -0.967
H 21.6732 11.5279 12.8276 0.51 -0.08 -0.22 0.303
H 22.1962 8.5209 15.1224 0.85 1.03 -0.93 0.353
H 20.7155 8.7117 15.5846 -0.96 0.59 0.05 0.342
H 21.8957 9.5741 16.4574 0.16 0.94 -0.21 0.348
H 19.9936 12.1530 14.2308 0.73 -0.10 -0.32 0.000
H 19.4522 11.1339 15.4104 -0.11 -1.01 -0.20 0.432
H 20.6145 12.1465 15.8755 1.45 0.04 -0.08 0.386
```
Forces are in eV/Å.

Charge: +1
2S+1: 3
HOMO energy (alpha / beta) (Eh): -0.4064 / -0.4064
Frontier orbital gap (alpha / beta) (eV): 6.157 / 5.475
Total energy (eV): -49077.49440
ΔE to the lowest compared entry with this formula, charge and spin (kcal/mol): 57.25

---

2.
Below is one molecule with the formula CH3NOS in a non-equilibrium geometry, with properties calculated with ωB97M-V/def2-TZVPD.

```
7
Properties=species:S:1:pos:R:3:forces:R:3:mulliken_charge:R:1
C -1.2896 -0.2805 -0.0590 4.05 -2.80 0.97 -0.253
N 0.0829 -0.1235 -0.0231 -1.84 2.14 -0.48 -0.268
O 2.5506 0.8219 0.0013 0.08 1.21 -0.03 -0.508
S 1.8638 -0.4645 -0.0409 -1.17 -2.62 0.08 0.324
H -1.5837 -1.3310 0.1423 -0.16 0.93 -0.49 0.222
H -1.9822 0.5130 0.0738 -0.03 0.80 -0.17 0.253
H 0.3582 0.8646 -0.0944 -0.94 0.34 0.11 0.232
```
Forces are in eV/Å.

HOMO energy (alpha / beta) (Eh): -0.2710 / -0.2860
Frontier orbital gap (alpha / beta) (eV): 6.852 / 7.760
Total energy (eV): -15454.99990
ΔE to the lowest compared entry with this formula, charge and spin (kcal/mol): 87.84

---

3.
Below is C27H22N4O8Ti as an isolated structure in a non-equilibrium geometry, with properties calculated with ωB97M-V/def2-TZVPD.

```
62
Properties=species:S:1:pos:R:3:forces:R:3:mulliken_charge:R:1
Ti -0.9889 0.0138 -0.3494 -0.13 -0.15 -1.00 -0.717
C -0.9207 -1.4133 -3.3215 0.10 -0.04 -0.07 -0.614
O 0.1318 -2.3204 -3.1994 -0.02 0.03 0.05 -0.541
C 1.3708 -1.7689 -2.8995 -0.05 0.02 -0.13 0.545
C 2.3326 -1.8480 -3.8922 0.04 0.00 0.01 -0.539
C 3.6153 -1.3737 -3.6748 -0.04 0.03 0.06 -0.539
C 3.9210 -0.8198 -2.4379 -0.02 -0.02 -0.03 -0.962
C 2.9593 -0.7478 -1.4464 0.04 0.07 0.01 -0.085
C 1.6542 -1.2099 -1.6518 -0.01 0.01 0.08 0.156
N 0.6811 -1.1741 -0.6370 0.22 -0.03 0.38 0.114
N 1.2572 -1.1432 0.5795 0.15 -0.18 0.13 -0.362
C 0.5219 -1.3166 1.7074 -0.02 -0.15 -0.08 0.303
C -0.8673 -1.5688 1.7601 0.35 -0.27 -0.07 0.741
O -1.5945 -1.4587 0.6382 -0.27 -0.78 0.68 -0.332
C -1.4808 -1.8828 2.9826 -0.19 -0.01 0.00 -0.669
C -0.7808 -1.8823 4.1550 0.04 -0.01 0.04 -1.094
C 0.6034 -1.5609 4.1692 -0.01 0.01 0.00 0.820
C 1.3372 -1.4991 5.3758 0.01 -0.02 0.00 -0.951
C 2.6697 -1.1901 5.3790 0.03 0.02 -0.03 -0.460
C 3.3304 -0.9358 4.1607 -0.04 -0.03 0.03 -0.843
C 2.6410 -0.9848 2.9768 0.05 0.00 0.03 -0.271
C 1.2634 -1.2893 2.9497 -0.10 0.01 -0.01 0.563
H -1.6104 -1.8145 -4.0630 0.04 -0.04 0.02 0.300
H -0.5720 -0.4178 -3.5963 0.01 -0.01 0.00 0.439
H -1.7949 -2.1447 -1.7144 0.06 0.15 0.02 0.316
H 2.0503 -2.2985 -4.8352 -0.01 0.01 0.00 0.448
H 4.3591 -1.4297 -4.4589 0.00 -0.01 0.00 0.363
H 4.9175 -0.4419 -2.2429 0.00 0.01 0.01 0.371
H 3.1886 -0.3334 -0.4762 0.01 0.03 0.00 0.432
H -2.5448 -2.0875 2.9717 0.01 0.01 -0.04 0.486
H -1.2800 -2.1056 5.0902 0.01 0.02 0.01 0.328
H 0.8192 -1.6986 6.3075 -0.01 0.00 -0.01 0.369
H 3.2150 -1.1376 6.3135 0.01 -0.01 0.00 0.367
H 4.3889 -0.7053 4.1609 0.00 0.02 0.00 0.397
H 3.1398 -0.7961 2.0364 -0.01 0.01 0.00 0.402
O -3.1425 0.2270 -4.1968 -0.05 0.04 0.04 -0.535
C -3.3198 0.5268 -3.0755 0.02 -0.01 0.13 0.412
O -1.6249 -1.2669 -2.0919 -0.12 -0.01 0.16 -0.285
C -3.6923 0.7449 -1.8197 -0.10 0.27 -0.35 0.583
C -5.0929 1.1688 -1.6655 0.06 -0.12 0.02 -1.242
C -5.5108 1.7029 -0.5139 0.01 0.03 0.08 -0.473
C -4.5625 1.8789 0.5711 -0.17 -0.06 -0.08 -0.775
C -3.3216 1.3866 0.4215 0.22 0.01 -0.03 0.268
N -2.8282 0.7365 -0.7001 -0.21 0.09 0.47 1.065
C -2.3067 1.5480 1.5249 0.03 -0.01 -0.11 0.051
O -2.5579 2.0483 2.5938 0.08 0.01 0.02 -0.727
O -1.1022 1.1101 1.1696 -0.70 0.52 0.55 0.010
H -5.7558 1.0297 -2.5110 -0.02 0.02 0.03 0.429
H -6.5434 2.0063 -0.3964 0.01 -0.01 0.01 0.405
H -4.8183 2.3685 1.4978 0.00 0.02 0.00 0.518
N 1.4168 1.9394 0.6939 0.25 0.12 -0.01 -0.312
C 1.1225 3.0870 -0.1608 0.13 0.00 0.17 -0.819
C 1.5365 2.7934 -1.5956 0.12 0.18 0.15 -0.695
C 0.6640 1.7746 -2.2785 -0.12 0.00 -0.07 0.413
O 0.8049 1.4978 -3.4526 -0.08 -0.11 -0.02 -0.682
O -0.2707 1.2802 -1.5088 0.25 0.19 -1.19 0.386
H 0.8582 1.9224 1.5390 0.03 0.02 -0.13 0.154
H 2.3945 1.8997 0.9475 0.07 0.03 0.00 0.254
H 1.6078 4.0166 0.1669 0.00 -0.01 0.04 0.440
H 0.0463 3.2573 -0.1256 0.01 0.02 0.01 0.211
H 2.5603 2.4103 -1.6334 0.02 0.05 -0.01 0.211
H 1.5052 3.6907 -2.2177 0.07 0.04 0.04 0.455
```
Forces are in eV/Å.

Charge: -1
2S+1: 2
HOMO energy (alpha / beta) (Eh): -0.1267 / -0.1349
Frontier orbital gap (alpha / beta) (eV): 6.170 / 6.126
Total energy (eV): -73815.72733
ΔE to the lowest compared entry with this formula, charge and spin (kcal/mol): 101.07